# 1
C4H5NO2 | ωB97M-V/def2-TZVPD

net charge	0
E	-360.5996	a.u.
multiplicity	1
highest occupied orbital energy	-9.94	eV
relative energy (zero: lowest compared OMol25 entry of this formula, charge and spin)	43.8	kcal per mole
orbital gap	0.3755	Ha
LUMO	0.280	eV
molar mass	99.089	g/mol
SMILES string	O=C[C@H]1CN=CO1

Last column: Löwdin charge in e.
Cartesian coordinates (Å):
O -1.881 -0.201 1.277  0.087
C -1.692 -0.231 0.088  -0.221
C -0.435 0.274 -0.558  -0.108
C 0.530 1.039 0.330  -0.163
N 1.632 0.076 0.495  0.054
C 1.360 -1.042 -0.031  -0.270
O 0.219 -1.243 -0.713  -0.026
H -2.354 -0.752 -0.619  0.130
H -0.524 0.651 -1.581  0.143
H 0.931 1.975 -0.095  0.120
H 0.104 1.281 1.319  0.120
H 2.109 -1.827 0.087  0.134

Atomic forces in eV per Å
O -0.1 0.2 -0.6
C -0.2 -0.2 0.3
C 0.6 -1.6 -0.3
C 0.4 -0.6 0.0
N 0.4 0.1 0.5
C 0.6 0.9 0.5
O -0.4 2.5 0.2
H -0.3 0.0 0.2
H -0.2 -0.3 0.2
H -0.3 -0.5 -0.1
H 0.0 -0.3 -0.4
H -0.6 -0.3 -0.4

# 2
C4H5NO2 | ωB97M-V/def2-TZVPD

net charge	0
E	-360.4383	a.u.
multiplicity	1
highest occupied orbital energy	-9.87	eV
relative energy (zero: lowest compared OMol25 entry of this formula, charge and spin)	145.1	kcal per mole
orbital gap	0.3611	Ha
LUMO	-0.048	eV
molar mass	99.089	g/mol
SMILES string	C#C/C(CO)=N/O

Last column: Löwdin charge in e.
Cartesian coordinates (Å):
C 1.932 1.713 0.954  0.126
C 0.965 1.325 0.366  -0.087
C -0.052 0.516 -0.228  -0.288
C -0.215 -0.892 0.204  -0.265
O -0.254 -1.902 -0.730  0.016
N -1.097 1.033 -0.848  0.098
O -2.341 0.250 -0.967  -0.052
H 2.678 2.310 1.579  0.081
H 0.789 -0.886 0.705  0.133
H -0.762 -1.145 0.946  0.075
H 0.421 -1.639 -1.299  0.074
H -2.065 -0.682 -0.682  0.090

Atomic forces in eV per Å
C 1.7 2.1 1.8
C -0.2 -0.7 -1.1
C -5.5 0.6 -1.3
C 7.8 1.1 -1.3
O -1.9 -0.7 0.0
N -0.3 0.5 0.4
O 4.0 -0.7 0.8
H -1.4 -1.5 -1.4
H -0.3 -1.2 0.1
H -4.7 -0.9 4.9
H 1.7 -0.1 -2.2
H -0.9 1.4 -0.7

# 3
C4H5NO2 | ωB97M-V/def2-TZVPD

net charge	0
E	-360.5022	a.u.
multiplicity	1
highest occupied orbital energy	-8.31	eV
relative energy (zero: lowest compared OMol25 entry of this formula, charge and spin)	104.9	kcal per mole
orbital gap	0.3112	Ha
LUMO	0.157	eV
molar mass	99.089	g/mol

Last column: Löwdin charge in e.
Cartesian coordinates (Å):
O 3.099 -0.079 -0.239  0.055
C 1.935 -0.159 -0.549  -0.241
C 0.817 0.309 0.317  -0.220
C -0.342 1.102 -0.315  -0.045
N -0.452 -0.304 -0.001  -0.080
C -1.476 -0.856 0.555  -0.168
O -2.623 -0.246 0.427  0.094
H 1.610 -0.546 -1.541  0.131
H 1.065 0.451 1.369  0.143
H -0.177 1.207 -1.397  0.058
H -2.343 0.687 0.166  0.117
H -1.450 -1.790 1.106  0.156

Atomic forces in eV per Å
O -0.5 0.0 -0.1
C 0.3 0.1 0.1
C 0.2 -0.1 0.2
C 0.1 0.0 -0.2
N -0.4 -0.1 0.2
C 0.2 0.0 -0.1
O 0.1 0.1 0.0
H 0.1 0.0 0.1
H -0.1 0.0 -0.2
H 0.0 0.0 0.1
H -0.1 -0.2 0.0
H 0.0 0.1 -0.1

# 4
C4H5NO2 | ωB97M-V/def2-TZVPD

net charge	0
E	-360.5903	a.u.
multiplicity	1
highest occupied orbital energy	-10.04	eV
relative energy (zero: lowest compared OMol25 entry of this formula, charge and spin)	49.7	kcal per mole
orbital gap	0.3526	Ha
LUMO	-0.446	eV
molar mass	99.089	g/mol
SMILES string	O=CC(=O)N1CC1

Last column: Löwdin charge in e.
Cartesian coordinates (Å):
O -1.026 -2.593 0.107  0.097
C -1.602 -1.537 0.068  -0.157
C -0.929 -0.174 0.204  -0.408
O -1.618 0.816 0.319  0.114
N 0.469 -0.231 0.259  -0.017
C 1.129 1.033 0.554  -0.114
C 1.177 0.491 -0.814  -0.083
H -2.691 -1.464 -0.039  0.123
H 1.989 0.924 1.207  0.112
H 0.479 1.882 0.745  0.108
H 0.556 0.986 -1.557  0.117
H 2.072 0.002 -1.187  0.108

Atomic forces in eV per Å
O -0.2 0.6 -0.1
C 0.1 -0.7 -0.1
C -0.1 0.4 0.1
O 0.3 -0.5 0.0
N -0.1 -0.1 0.2
C 0.1 0.3 0.2
C 0.2 0.1 -0.3
H -0.2 0.1 0.0
H -0.1 0.0 -0.1
H 0.1 -0.1 -0.1
H 0.1 -0.1 0.1
H -0.2 0.0 0.1

# 5
C4H5NO2 | ωB97M-V/def2-TZVPD

net charge	0
E	-360.6147	a.u.
multiplicity	1
highest occupied orbital energy	-9.90	eV
relative energy (zero: lowest compared OMol25 entry of this formula, charge and spin)	34.3	kcal per mole
orbital gap	0.3880	Ha
LUMO	0.654	eV
molar mass	99.089	g/mol
SMILES string	O=C[C@H]1CN=CO1

Last column: Löwdin charge in e.
Cartesian coordinates (Å):
O -2.597 0.632 -0.022  0.062
C -1.751 -0.231 0.008  -0.190
C -0.376 0.179 -0.470  -0.252
C 0.589 0.826 0.550  -0.138
N 1.685 -0.129 0.708  0.073
C 1.502 -1.004 -0.183  -0.210
O 0.403 -0.912 -0.995  -0.013
H -1.995 -1.264 0.315  0.137
H -0.731 0.941 -1.176  0.153
H 0.995 1.752 0.130  0.122
H 0.113 1.058 1.503  0.120
H 2.163 -1.848 -0.368  0.137

Atomic forces in eV per Å
O -0.1 -0.5 0.4
C -0.3 0.4 0.1
C -0.1 0.3 0.1
C -0.2 0.3 0.1
N -0.2 -0.3 -0.3
C 0.1 0.1 0.2
O -0.1 0.1 0.0
H 0.2 0.0 0.0
H 1.0 -0.4 -0.7
H -0.1 -0.1 0.2
H 0.1 0.0 0.0
H -0.3 0.2 -0.1

# 6
C4H5NO2 | ωB97M-V/def2-TZVPD

net charge	0
E	-360.6233	a.u.
multiplicity	1
highest occupied orbital energy	-7.68	eV
relative energy (zero: lowest compared OMol25 entry of this formula, charge and spin)	28.9	kcal per mole
orbital gap	0.3122	Ha
LUMO	0.813	eV
molar mass	99.089	g/mol
SMILES string	Nc1cc(O)co1

Last column: Löwdin charge in e.
Cartesian coordinates (Å):
N 2.212 0.455 0.034  0.130
C 0.914 -0.026 -0.009  -0.404
C -0.200 0.567 0.490  0.012
C -1.283 -0.292 0.141  -0.342
O -2.585 0.026 0.367  0.058
C -0.757 -1.374 -0.484  -0.036
O 0.631 -1.204 -0.577  0.048
H 2.850 0.156 -0.691  0.098
H 2.188 1.464 0.091  0.096
H -0.236 1.464 1.087  0.116
H -2.580 0.968 0.591  0.107
H -1.154 -2.204 -1.040  0.118

Atomic forces in eV per Å
N 0.1 0.0 0.0
C -0.1 0.2 0.1
C 0.2 0.1 0.1
C 0.3 -0.1 -0.2
O 0.0 0.0 0.0
C -0.1 0.2 -0.2
O 0.0 0.3 0.0
H -0.3 -0.2 0.0
H 0.2 -0.1 0.0
H 0.0 0.1 -0.1
H -0.3 -0.3 0.0
H 0.0 0.0 0.2

# 7
C4H5NO2 | ωB97M-V/def2-TZVPD

net charge	0
E	-360.4554	a.u.
multiplicity	1
highest occupied orbital energy (alpha / beta)	-9.28 / -9.28	eV
relative energy (zero: lowest compared OMol25 entry of this formula, charge and spin)	134.3	kcal per mole
orbital gap (alpha / beta)	0.3168 / 0.3167	Ha
LUMO (alpha / beta)	-0.663 / -0.663	eV
molar mass	99.089	g/mol
SMILES string	C=C=C(CO)N=O

Last column: Löwdin charge in e.
Cartesian coordinates (Å):
C -1.702 1.538 0.404  0.073
C -0.628 0.823 0.255  -0.042
C 0.062 -0.200 -0.129  -0.269
C 1.532 -0.346 -0.204  -0.236
O 1.941 -1.611 0.228  -0.048
N -0.732 -1.355 -0.415  0.019
O -1.932 -1.212 -0.360  -0.004
H -2.338 1.653 1.277  0.082
H -1.285 2.423 -0.101  0.094
H 1.999 0.407 0.431  0.128
H 1.830 -0.137 -1.242  0.125
H 1.339 -2.244 -0.187  0.076

Atomic forces in eV per Å
C 1.8 1.4 0.5
C -1.2 -0.3 1.1
C 0.3 -0.2 0.0
C 0.2 0.2 0.0
O 0.2 -0.5 -0.1
N -0.8 -0.1 -0.6
O 0.5 -0.7 -0.3
H 0.2 -0.2 -0.1
H -1.6 0.6 -0.8
H 0.1 0.0 0.0
H 0.2 -0.1 0.1
H 0.2 -0.1 0.2

# 8
C4H5NO2 | ωB97M-V/def2-TZVPD

net charge	0
E	-360.4795	a.u.
multiplicity	1
highest occupied orbital energy	-10.30	eV
relative energy (zero: lowest compared OMol25 entry of this formula, charge and spin)	119.2	kcal per mole
orbital gap	0.3872	Ha
LUMO	0.238	eV
molar mass	99.089	g/mol
SMILES string	O=[N+]([O-])[C@H]1C=CC1

Last column: Löwdin charge in e.
Cartesian coordinates (Å):
O -2.284 -1.142 -0.014  0.076
N -1.755 -0.053 -0.063  -0.412
O -2.246 0.985 0.317  0.091
C -0.423 -0.003 -0.619  -0.115
C 0.482 1.134 -0.234  -0.061
C 1.405 0.450 0.432  -0.094
C 0.830 -0.932 0.358  -0.005
H -0.409 -0.353 -1.642  0.143
H 0.347 2.178 -0.447  0.101
H 2.327 0.751 0.892  0.096
H 1.340 -1.676 -0.235  0.087
H 0.386 -1.340 1.255  0.093

Atomic forces in eV per Å
O -0.3 -0.2 0.0
N -0.4 -0.3 0.1
O -0.2 0.4 0.2
C 3.5 -1.7 1.5
C -0.3 0.0 0.1
C -0.1 0.0 -0.2
C -2.5 1.6 -1.7
H -0.3 0.0 -0.1
H 0.1 0.3 -0.1
H 0.2 0.2 0.1
H 0.2 -0.2 -0.1
H -0.1 -0.1 0.2